[1]
Density functional theory data (wB97M-V/def2-TZVPD) for a structure of composition C48H30I4N4RhS2.

Last column: Löwdin charge in e.
Cartesian coordinates (Å):
1 I 5.817 -5.424 5.709  0.82
2 I -7.463 -1.439 5.779  0.82
3 I 7.984 2.139 -5.684  0.82
4 I -5.240 6.117 -5.596  0.82
5 Rh 0.309 0.447 0.128  0.87
6 S 0.410 -1.558 -1.246  0.74
7 S -2.502 -0.770 -2.602  0.59
8 N 0.641 1.606 -1.500  -0.01
9 N 2.303 0.021 0.243  -0.05
10 N -0.011 -0.664 1.800  0.00
11 N -1.601 1.082 0.181  0.00
12 C -5.011 0.062 4.828  -0.15
13 C -5.513 -1.891 3.508  -0.14
14 C -3.524 3.747 -4.816  -0.14
15 C 3.241 0.352 -0.683  -0.24
16 C -3.914 0.313 4.017  -0.02
17 C -3.789 5.367 -3.048  -0.15
18 C 3.641 -4.658 3.748  -0.15
19 C -3.442 -2.907 -1.183  -0.15
20 C 0.373 3.062 -3.251  0.00
21 C -2.401 -0.213 2.104  -0.07
22 C 2.263 -1.510 2.161  -0.07
23 C 3.031 1.151 -1.809  -0.07
24 C 4.116 -1.927 3.799  -0.03
25 C -2.996 4.582 -2.224  -0.03
26 C 1.661 2.663 -3.264  0.00
27 C -2.211 1.918 -0.709  -0.27
28 C -2.573 0.665 1.045  -0.22
29 C 4.896 -2.773 4.575  -0.15
30 C 3.094 -2.424 2.994  -0.20
31 C 0.908 -1.418 2.468  -0.23
32 C 4.273 -1.042 0.739  0.00
33 C -1.605 2.535 -1.796  -0.10
34 C -2.247 -2.053 -1.561  -0.86
35 C -1.195 -0.825 2.447  -0.23
36 C 5.277 1.068 -4.853  -0.15
37 C -3.597 -0.524 2.950  -0.21
38 C -1.024 -1.706 3.576  0.00
39 C -2.733 2.974 -3.978  -0.02
40 C -2.456 3.382 -2.676  -0.20
41 C 6.357 1.812 -4.407  -0.74
42 C -3.838 1.268 0.695  0.01
43 C 2.871 -3.798 2.979  -0.02
44 C 4.202 0.857 -4.000  -0.02
45 C 2.896 -0.838 1.117  -0.24
46 C -0.957 -3.610 -0.046  -0.16
47 C -4.409 -1.624 2.708  -0.01
48 C -0.265 2.383 -2.145  -0.22
49 C 5.294 2.125 -2.288  -0.03
50 C -1.011 -2.421 -0.988  -0.81
51 C -5.803 -1.044 4.565  -0.74
52 C -3.616 2.034 -0.389  -0.01
53 C 4.486 -0.311 -0.376  0.00
54 C 0.277 -2.070 3.592  -0.01
55 C 4.650 -4.136 4.542  -0.74
56 C 6.377 2.345 -3.127  -0.15
57 C 4.195 1.382 -2.711  -0.20
58 C -4.045 4.940 -4.342  -0.74
59 C 1.825 1.743 -2.161  -0.23
60 H 0.774 -2.706 4.305  0.11
61 H -4.198 6.300 -2.686  0.09
62 H 5.297 2.539 -1.287  0.13
63 H -4.315 -2.608 -1.756  0.05
64 H 4.969 -1.693 1.240  0.11
65 H -1.803 -1.996 4.263  0.11
66 H -4.184 -2.279 1.879  0.10
67 H -6.137 -2.750 3.304  0.09
68 H -4.769 1.102 1.212  0.11
69 H -0.107 3.762 -3.915  0.11
70 H -3.288 1.175 4.214  0.13
71 H -1.031 -4.558 -0.591  0.07
72 H 2.440 2.972 -3.941  0.11
73 H -1.758 -3.602 0.699  0.06
74 H -2.333 2.029 -4.328  0.12
75 H 3.355 0.271 -4.334  0.13
76 H -4.334 2.614 -0.944  0.11
77 H 3.458 -5.724 3.722  0.09
78 H -0.004 -3.603 0.480  0.04
79 H 5.390 -0.243 -0.957  0.11
80 H -3.242 -3.969 -1.349  0.07
81 H -3.737 3.415 -5.823  0.09
82 H 5.271 0.650 -5.850  0.09
83 H -2.785 4.907 -1.212  0.12
84 H -5.243 0.721 5.653  0.09
85 H 7.222 2.928 -2.787  0.09
86 H 4.297 -0.859 3.821  0.13
87 H -3.655 -2.793 -0.118  0.04
88 H 2.088 -4.197 2.346  0.12
89 H 5.683 -2.371 5.198  0.09

## Properties
E_LUMO (alpha / beta): 1.291 / 1.291 eV
E_HOMO (alpha / beta): -3.70 / -3.70 eV
Net charge: -1
E: -4164.02843 hartree


[2]
Density functional theory data (wB97M-V/def2-TZVPD) for a cluster of 2 separate species, C7H12 in total at a distorted geometry.

Last column: natural (NBO) charge in e.
Cartesian coordinates (Å):
1 C 1.394 1.681 -0.302  -0.59
2 C -0.799 -0.760 0.068  -0.39
3 C 1.282 -1.374 1.399  -0.70
4 C -2.207 -0.255 -1.978  -0.47
5 C 0.634 1.104 0.917  -0.52
6 C 0.426 -0.336 0.738  0.33
7 C -1.411 -0.054 -0.910  -0.16
8 H 0.889 1.420 -1.233  0.24
9 H 2.283 -1.368 0.979  0.25
10 H -1.316 -1.705 0.552  0.26
11 H -0.312 1.675 0.962  0.25
12 H 0.212 -1.358 -1.255  0.00
13 H 1.194 1.373 1.807  0.23
14 H -2.896 -1.148 -2.007  0.17
15 H 0.853 -2.371 1.251  0.23
16 H 2.448 1.374 -0.329  0.20
17 H 1.375 2.783 -0.284  0.22
18 H -2.358 0.541 -2.727  0.20
19 H 1.349 -1.195 2.490  0.23

## Properties
E_LUMO: -1.091 eV
E_HOMO: -6.49 eV
Net charge: 0
Relative energy (zero: lowest compared OMol25 entry of this formula, charge and spin): 7.929 eV
E: -273.61715 hartree


[3]
Density functional theory data (wB97M-V/def2-TZVPD) for a structure of composition C21H14Cl2N6O2Zn.

Last column: natural (NBO) charge in e.
Cartesian coordinates (Å):
1 Zn 0.063 0.349 0.049  1.68
2 Cl -3.655 -4.254 3.503  0.00
3 Cl -0.668 -4.907 4.382  0.01
4 O 2.705 -1.553 2.581  -0.66
5 O -3.985 -0.046 0.675  -0.65
6 N -1.683 -0.357 0.747  -0.82
7 N 0.348 -0.674 -1.787  -0.41
8 N 1.394 -0.667 -2.624  -0.32
9 N -1.300 1.873 -0.673  -0.56
10 N 0.769 -0.885 1.478  -0.83
11 N 2.101 1.099 0.265  -0.57
12 C 4.094 2.368 -0.096  -0.26
13 C -2.817 0.247 0.421  0.60
14 C -1.085 2.980 -1.385  0.06
15 C 2.775 0.292 1.101  0.16
16 C -1.543 -1.450 1.605  0.11
17 C 2.754 2.113 -0.311  0.04
18 C -0.535 -1.507 -2.317  -0.01
19 C 4.795 1.529 0.760  -0.15
20 C 1.198 -1.485 -3.674  -0.02
21 C -3.417 3.410 -1.570  -0.15
22 C -0.207 -1.738 2.002  0.21
23 C 0.031 -2.805 2.856  -0.27
24 C -2.562 1.508 -0.403  0.16
25 C 2.047 -0.855 1.810  0.60
26 C 4.125 0.482 1.363  -0.21
27 C -2.583 -2.235 2.082  -0.25
28 C -0.046 -2.048 -3.514  -0.33
29 C -2.323 -3.299 2.935  -0.06
30 C -2.108 3.780 -1.853  -0.26
31 C -1.022 -3.583 3.318  -0.08
32 C -3.644 2.259 -0.838  -0.21
33 H 2.176 2.753 -0.969  0.19
34 H -3.597 -2.007 1.793  0.26
35 H -4.245 4.014 -1.916  0.22
36 H -4.634 1.910 -0.582  0.26
37 H 1.040 -3.025 3.169  0.26
38 H -1.468 -1.685 -1.806  0.24
39 H 4.600 -0.207 2.047  0.26
40 H 5.846 1.695 0.954  0.23
41 H 1.948 -1.610 -4.435  0.23
42 H -0.050 3.233 -1.584  0.19
43 H -1.883 4.671 -2.423  0.23
44 H -0.530 -2.757 -4.162  0.24
45 H 2.214 -0.134 -2.388  0.42
46 H 4.568 3.208 -0.584  0.23

## Properties
E_LUMO: -0.208 eV
E_HOMO: -7.04 eV
Net charge: 0
E: -3987.50581 hartree


- Number 2 is which compound?
  C7H12


- E of number 2 (C7H12)?
  -273.61715 hartree


- Number 3 is which compound?
  C21H14Cl2N6O2Zn